a) ORCA calculation (the ωB97M-V functional and the def2-TZVPD basis) on a cluster of 3 separate species, C3H11NOS2 in total.

Total charge: 0
Gap between HOMO and LUMO: 5.2 eV

Last columns: bonded neighbours and bond lengths (Å).
Cartesian coordinates (Å):
1 S -3.47024 1.51050 0.14624  no bonds
2 S 3.46132 -0.99711 -0.56532  C3 1.837, H7 1.444
3 C 2.03919 -0.03731 0.09154  S2 1.837, C4 1.541, H8 1.113, H9 1.076
4 C 0.82668 -0.98721 0.12299  C3 1.541, N5 1.441, H10 1.098, H11 1.104
5 N -0.50741 -0.44843 0.20280  C4 1.441, C6 1.445, H12 1.028
6 C -0.96110 0.20747 1.40832  N5 1.445, H13 1.085, H14 1.120, H15 1.112
7 H 4.39816 0.07876 -0.33894  S2 1.444
8 H 1.78951 0.80985 -0.58635  C3 1.113
9 H 2.24695 0.36515 1.06735  C3 1.076
10 H 0.71547 -1.63963 -0.75295  C4 1.098
11 H 1.00155 -1.69738 0.94975  C4 1.104
12 H -0.82893 0.01948 -0.65433  N5 1.028
13 H -1.25227 -0.51097 2.16777  C6 1.085
14 H -0.28252 1.01421 1.78592  C6 1.120
15 H -1.97111 0.66408 1.31958  C6 1.112
16 H -2.92866 0.43901 -1.55459  O18 0.984
17 H -2.03317 1.03360 -2.60004  O18 0.965
18 O -2.24343 0.17592 -2.20974  H16 0.984, H17 0.965

***

b) ORCA calculation (the ωB97M-V functional and the def2-TZVPD basis) on a cluster of 2 separate species, C3H11NOS2 in total.

Total charge: 0
Gap between HOMO and LUMO: 8.2 eV
Structure (SMILES): NCCCSS.O

Last columns: bonded neighbours and bond lengths (Å).
Cartesian coordinates (Å):
1 S -1.32601 1.96365 -2.72137  S2 2.151, H7 1.391
2 S -1.24213 0.67567 -1.00085  S1 2.151, C3 1.810
3 C 0.53319 0.34057 -0.89460  S2 1.810, C4 1.641, H8 1.023, H9 1.058
4 C 1.21409 0.55250 0.58312  C3 1.641, C5 1.564, H10 1.141, H11 1.120
5 C 0.19499 0.92739 1.70805  C4 1.564, N6 1.536, H12 1.051, H13 1.125
6 N -0.60562 2.21694 1.47327  C5 1.536, H14 1.052, H15 1.089
7 H -2.70420 1.90424 -2.89667  S1 1.391
8 H 0.72597 -0.62057 -1.18598  C3 1.023
9 H 1.06504 1.06110 -1.45747  C3 1.058
10 H 1.69604 -0.43473 0.89048  C4 1.141
11 H 1.76287 1.52770 0.53488  C4 1.120
12 H -0.42391 0.11340 1.95152  C5 1.051
13 H 0.83445 1.21571 2.58757  C5 1.125
14 H -1.62542 2.03751 1.28607  N6 1.052
15 H -0.26260 2.61615 0.51993  N6 1.089
16 H 0.69951 -5.25588 -0.14399  O18 0.921
17 H -0.33008 -5.70815 -0.97283  O18 0.923
18 O -0.20617 -5.13323 -0.26113  H16 0.921, H17 0.923

***

c) ORCA calculation (the ωB97M-V functional and the def2-TZVPD basis) on a cluster of 2 separate species, C3H11NOS2 in total.

Total charge: 0
Gap between HOMO and LUMO: 8.4 eV
Structure (SMILES): CSSCCN.O

Last columns: bonded neighbours and bond lengths (Å).
Cartesian coordinates (Å):
1 N 1.81608 1.44495 1.00629  C2 1.420, H7 1.057, H8 1.048
2 C 1.20348 1.11462 -0.23118  N1 1.420, C3 1.595, H9 1.158, H10 1.116
3 C 1.15588 -0.46017 -0.47795  C2 1.595, S4 1.694, H11 1.230, H12 1.153
4 S 0.06898 -1.18915 -1.55328  C3 1.694, S5 1.946
5 S -1.79162 -1.74631 -1.42992  S4 1.946, C6 1.921
6 C -2.33221 -2.69842 0.14846  S5 1.921, H13 1.070, H14 1.060, H15 1.058
7 H 2.45670 2.28199 1.08909  N1 1.057
8 H 1.37953 1.44292 1.95901  N1 1.048
9 H 0.10779 1.46554 -0.10165  C2 1.158
10 H 1.50196 1.82114 -1.04202  C2 1.116
11 H 2.24191 -0.89977 -0.85258  C3 1.230
12 H 1.31801 -0.82156 0.60510  C3 1.153
13 H -1.65551 -2.65572 0.97641  C6 1.070
14 H -3.13992 -2.13901 0.54597  C6 1.060
15 H -2.73492 -3.65697 -0.04957  C6 1.058
16 H 0.65893 5.59576 4.48761  O18 0.897
17 H 2.19040 5.47391 4.13433  O18 0.957
18 O 1.29523 5.15103 4.03745  H16 0.897, H17 0.957

***

d) ORCA calculation (the ωB97M-V functional and the def2-TZVPD basis) on a cluster of 2 separate species, C3H11NOS2 in total.

Total charge: 0
Gap between HOMO and LUMO: 8.7 eV
Structure (SMILES): CSSCCN.O

Last columns: bonded neighbours and bond lengths (Å).
Cartesian coordinates (Å):
1 N -0.62693 0.60595 2.24870  C2 1.382, H7 1.030, H8 0.995
2 C -1.27358 1.17378 1.16788  N1 1.382, C3 1.615, H9 1.138, H10 1.067
3 C -0.29751 1.61260 -0.04218  C2 1.615, S4 1.868, H11 1.125, H12 1.062
4 S -0.70099 0.88266 -1.71365  C3 1.868, S5 2.042
5 S 0.13017 -0.95371 -1.38608  S4 2.042, C6 1.825
6 C 1.67809 -0.58750 -0.49162  S5 1.825, H13 1.126, H14 1.013, H15 1.131
7 H -0.18261 1.26571 2.90380  N1 1.030
8 H 0.12131 -0.03608 2.11443  N1 0.995
9 H -1.93740 0.42099 0.63127  C2 1.138
10 H -1.78474 2.07105 1.43546  C2 1.067
11 H -0.58091 2.68950 -0.20257  C3 1.125
12 H 0.68366 1.48393 0.34446  C3 1.062
13 H 2.14187 0.33858 -0.93411  C6 1.126
14 H 1.45685 -0.44057 0.48611  C6 1.013
15 H 2.39098 -1.46601 -0.50254  C6 1.131
16 H 0.68825 -2.56204 1.59960  O18 0.987
17 H 0.60009 -2.46086 3.08080  O18 0.929
18 O 1.16029 -2.20030 2.38670  H16 0.987, H17 0.929

***

Which structure wins on stability? d) wins.